No. 1
{
  "formula": "C5H10NO2",
  "method": "wB97M-V/def2-TZVPD",
  "elements": ["C", "C", "C", "C", "C", "N", "O", "O", "H", "H", "H", "H", "H", "H", "H", "H", "H", "H"],
  "xyz": [[0.150017, 0.384246, 0.314248], [-2.246900, 0.601188, 1.430463], [2.258632, 0.264259, -1.206053], [-1.278868, 0.030036, 0.326976], [0.831298, 0.036090, -0.901446], [1.160547, -1.304914, 0.943517], [0.468915, -2.079703, 1.364428], [0.156085, -0.566988, -1.819100], [0.792613, 0.955830, 0.979271], [-2.642264, 1.597333, 1.153482], [-3.104523, -0.129301, 1.488062], [-1.856073, 0.733131, 2.353707], [2.822980, 0.579779, -0.307042], [2.728156, -0.576113, -1.651186], [2.207104, 1.057197, -2.001746], [-1.237117, -0.983830, 0.723473], [-1.940115, 0.113705, -0.524632], [0.729514, -0.711946, -2.666422]],
  "atomic_forces_ev_per_a": [[1.06, -0.84, -2.62], [-1.72, 0.04, -3.12], [-0.36, 1.91, 0.62], [-1.54, 0.58, 3.24], [0.05, 0.73, 1.04], [0.49, -0.65, 0.73], [-0.21, 0.68, -0.48], [0.57, -0.68, -2.69], [-0.71, 0.22, 0.26], [0.07, -0.57, -0.09], [0.81, 0.95, 0.01], [1.52, 0.03, 2.98], [-0.24, 0.08, -0.76], [0.36, -1.04, -0.35], [0.51, -0.31, 0.82], [-0.24, -0.93, -0.72], [1.02, -0.35, -0.92], [-1.46, 0.15, 2.05]],
  "nbo_charge": [-0.22, -0.58, -0.72, -0.49, 0.55, 0.36, -0.06, -0.59, 0.26, 0.22, 0.23, 0.21, 0.27, 0.26, 0.28, 0.22, 0.27, 0.53],
  "de_lowest_kj_mol": 474.5,
  "homo_energy_ev": -13.9,
  "charge": 1,
  "e_tot_ev": -10921.1336
}

---

No. 2
{
  "formula": "Cl2HNO2S",
  "method": "wB97M-V/def2-TZVPD",
  "elements": ["N", "O", "O", "S", "Cl", "Cl", "H"],
  "xyz": [[0.861561, 0.525651, 0.152933], [-0.804643, -0.653336, 1.391396], [-0.669726, -1.368067, -0.997572], [-0.610876, -0.339923, 0.040388], [1.608300, 0.818936, -1.305326], [-1.735764, 1.243054, -0.498350], [1.351149, -0.226314, 1.216531]],
  "atomic_forces_ev_per_a": [[-0.15, -3.04, 4.30], [-1.00, -0.55, 1.80], [0.00, 2.18, 1.72], [1.62, -0.72, -2.89], [0.87, -0.20, -0.46], [-0.26, -0.33, -0.08], [-1.08, 2.66, -4.39]],
  "nbo_charge": [-0.91, -0.90, -0.86, 2.18, 0.21, -0.16, 0.45],
  "de_lowest_kj_mol": 149.8,
  "homo_energy_ev": -10.5,
  "e_tot_ev": -41477.8589
}

---

No. 3
{
  "formula": "C2H3F2NOS",
  "method": "wB97M-V/def2-TZVPD",
  "elements": ["C", "C", "H", "H", "H", "N", "O", "F", "F", "S"],
  "xyz": [[0.385680, 0.373783, 0.673203], [1.064747, -0.691840, -0.298036], [-2.440900, -0.056443, -1.096444], [-1.489271, 1.605924, 0.556662], [1.156061, -0.453473, -1.330749], [-1.059296, 0.634384, 0.335188], [-1.110016, 0.553814, -1.108664], [2.330253, -0.954902, 0.286011], [0.324910, -1.870130, -0.133534], [0.837832, 0.858884, 2.116364]],
  "atomic_forces_ev_per_a": [[-3.60, -0.04, -0.60], [0.35, -0.94, 3.80], [5.26, 2.21, -0.80], [1.68, -1.99, 0.09], [0.13, 0.20, -0.64], [2.63, 1.20, -1.20], [-6.46, -2.58, 0.91], [-1.81, 0.42, -1.40], [0.81, 1.39, -0.50], [1.00, 0.13, 0.33]],
  "nbo_charge": [-0.06, 0.52, 0.45, 0.38, 0.18, -0.35, -0.55, -0.34, -0.34, 0.11],
  "de_lowest_kj_mol": 494.4,
  "homo_energy_ev": -9.2,
  "e_tot_ev": -21925.0647
}